Molecular formula: C23H47GeInN6SSi3
Method: DFT, ωB97M-V/def2-TZVPD

Geometry (Å):
In1 0.40990 0.00375 1.29497
N1 1.20683 -0.75123 3.25065
C1 1.86350 0.31075 4.04623
C2 1.04897 1.58895 3.94433
N2 0.78102 1.97666 2.53800
C3 1.77031 2.90419 1.94638
C4 3.09056 2.22841 1.61651
N3 2.84621 0.96189 0.89269
H1 1.81514 -1.56326 3.18169
H2 0.36905 -1.08217 3.72414
H3 1.95605 0.00877 5.08957
H4 2.87102 0.43883 3.66036
H5 0.08382 1.43980 4.43396
H6 1.55500 2.39628 4.47763
H7 -0.12046 2.44747 2.51399
H8 1.32681 3.29655 1.02725
H9 1.93811 3.75806 2.60679
H10 3.70423 2.92241 1.04032
H11 3.65461 2.01419 2.52218
H12 2.78557 1.14142 -0.10738
H13 3.64165 0.34007 1.00352
N4 -3.86053 0.57957 2.21829
C5 -3.67500 1.85028 1.68891
C6 -4.55344 2.90775 1.48183
C7 -4.02124 4.04449 0.90941
C8 -2.66549 4.12058 0.54734
C9 -1.80334 3.06327 0.75669
C10 -2.32578 1.91272 1.34861
N5 -1.71687 0.70053 1.69067
C11 -2.68012 -0.05970 2.18850
C12 -2.47156 -1.44677 2.58786
C13 -3.35711 -2.29850 3.17869
S1 -2.65773 -3.84122 3.33063
C14 -1.23146 -3.26098 2.61879
N6 -1.25198 -1.99865 2.27098
H14 -4.73295 0.19953 2.55019
H15 -5.59847 2.84963 1.75434
H16 -4.66169 4.89705 0.73111
H17 -2.29545 5.02934 0.09254
H18 -0.76524 3.13066 0.44365
H19 -4.36448 -2.11150 3.51601
H20 -0.38027 -3.91171 2.47053
C15 -1.35319 -2.53106 -3.62582
Si1 -1.29436 -2.45131 -1.76521
C16 -2.93206 -1.86418 -1.09571
C17 -0.73215 -4.06927 -1.01612
Ge1 0.41867 -0.83160 -1.18558
Si2 2.68634 -1.63949 -1.92255
C18 3.95141 -0.31685 -2.25102
C19 3.03520 -2.65146 -0.38990
C20 2.31172 -2.68112 -3.40684
Si3 0.34587 1.13467 -2.81552
C21 1.41663 2.49155 -2.13797
C22 -1.47693 1.44578 -2.62650
C23 0.86485 0.47992 -4.46252
H21 -2.05262 -3.31378 -3.93192
H22 -0.38888 -2.76683 -4.07810
H23 -1.71896 -1.59731 -4.05793
H24 -3.69402 -2.61288 -1.33012
H25 -3.24241 -0.92667 -1.56267
H26 -2.92078 -1.72832 -0.01652
H27 -1.55535 -4.78774 -1.03437
H28 -0.39988 -3.96634 0.02065
H29 0.08473 -4.50536 -1.59404
H30 4.55286 -0.07013 -1.37412
H31 3.53253 0.60250 -2.66322
H32 4.63886 -0.70616 -3.00823
H33 3.04347 -2.05383 0.52394
H34 4.03076 -3.09638 -0.49701
H35 2.31915 -3.46689 -0.27444
H36 1.96064 -2.08870 -4.25205
H37 1.57993 -3.46066 -3.19144
H38 3.23583 -3.17786 -3.72000
H39 1.16586 2.71821 -1.10026
H40 1.24560 3.40375 -2.71860
H41 2.48103 2.26141 -2.21504
H42 -1.79788 1.56683 -1.58991
H43 -2.06121 0.65471 -3.09746
H44 -1.70416 2.38225 -3.14992
H45 1.93914 0.29625 -4.51340
H46 0.62626 1.22140 -5.23215
H47 0.32983 -0.43523 -4.71974

The molar mass comes out at 711.424 g mol⁻¹. Its LUMO energy (alpha / beta) is -7.740 / -10.718 eV. The net charge is +3. For the HOMO-LUMO gap (alpha / beta), the calculation gives 8.7047 / 5.7261 eV. As for the multiplicity: 2.

---

Molecular formula: C52H94BrF3I2N2O13P2
Method: DFT, ωB97M-V/def2-TZVPD

Geometry (Å):
C1 3.74254 -1.09994 -4.13027
C2 3.09933 0.19383 -3.37197
O1 1.65843 0.09977 -3.58983
C3 1.00983 1.37674 -3.23343
C4 -0.09238 1.00828 -2.11990
O2 -0.42185 -0.36067 -2.26056
C5 -1.40847 -0.81630 -3.16439
C6 -2.80560 -0.92717 -2.30865
C7 -3.60484 -2.28552 -2.48176
N1 -4.98776 -2.05904 -1.90381
C8 -1.77704 -0.01087 -4.47489
C9 -0.71984 -0.03040 -5.68698
C10 -1.43359 -0.50846 -7.07891
O3 -0.94561 0.36409 -8.15672
C11 0.46356 0.11680 -8.41101
C12 -0.93563 -2.33381 -3.53664
O4 -1.54539 -2.85763 -4.74270
C13 -1.09531 -4.14981 -5.05972
F1 -2.15574 -5.09998 -4.96715
F2 -0.03098 -4.63525 -4.27635
F3 -0.63054 -4.11216 -6.41179
P1 -1.46030 2.26809 -1.81863
N2 -1.73466 3.29114 -3.06021
C14 0.78980 0.99427 -0.71783
O5 1.09005 2.29027 -0.20314
C15 2.45585 2.53051 0.16028
C16 3.34779 3.22419 -0.99459
I1 5.30209 2.45542 -1.54823
C17 2.83710 4.34681 -1.69396
C18 1.45182 5.09169 -1.45695
I2 4.10307 5.22396 -3.27900
C19 2.40365 3.63197 1.35563
C20 1.26581 3.52711 2.40302
C21 1.14691 4.57642 3.52334
C22 2.15360 5.76487 3.64561
C23 3.33047 5.86825 2.64435
C24 3.41967 4.77877 1.51121
P2 -0.38285 0.09275 0.53680
O6 -1.40237 1.27119 1.31498
Br1 0.92055 -0.95655 2.10009
H1 4.49802 -1.62531 -3.45460
H2 2.87695 -1.83364 -4.32581
H3 4.17671 -0.80001 -5.14056
H4 3.55935 1.13305 -3.85206
H5 3.37415 0.09703 -2.25568
H6 1.85554 2.05225 -2.88179
H7 0.61314 1.81908 -4.20230
H8 -3.48416 -0.07063 -2.68692
H9 -2.64701 -0.72276 -1.19220
H10 -3.79446 -2.60431 -3.57176
H11 -3.12198 -3.12666 -1.86801
H12 -4.93316 -1.49749 -1.04518
H13 -5.45638 -2.96152 -1.75771
H14 -2.72901 -0.51860 -4.90136
H15 -2.08589 1.08424 -4.32788
H16 -0.31579 1.02251 -5.94211
H17 0.15773 -0.75240 -5.51227
H18 -1.19909 -1.59952 -7.31689
H19 -2.57003 -0.29780 -7.04161
H20 0.65964 0.47162 -9.49401
H21 1.15660 0.76711 -7.75385
H22 0.63660 -1.00372 -8.28158
H23 0.19606 -2.21489 -3.76103
H24 -0.98145 -3.03032 -2.62590
H25 -1.21062 3.17141 -0.70694
H26 -2.74321 1.67951 -1.52068
H27 -1.08416 3.02770 -3.81315
H28 1.66730 0.27582 -0.85440
H29 3.02551 1.62076 0.55270
H30 1.24363 5.71051 -2.41129
H31 1.57670 5.81454 -0.57673
H32 0.54221 4.42278 -1.32414
H33 0.53667 2.66407 2.29909
H34 0.26910 4.46944 4.24674
H35 2.09987 6.56216 4.46696
H36 4.11820 6.70279 2.67214
H37 4.31117 4.91027 0.80556
H38 -1.19615 1.29293 2.27543
C25 -2.58587 -5.78891 1.45090
C26 -2.10581 -4.75414 2.44416
C27 -1.92496 -3.53251 1.56445
O7 -2.88711 -3.63738 0.50648
C28 -3.44816 -4.95784 0.52201
H39 -3.12857 -6.61812 1.90778
H40 -1.73237 -6.19958 0.90105
H41 -2.88578 -4.56595 3.18958
H42 -1.19296 -5.03935 2.97014
H43 -0.92834 -3.51323 1.11059
H44 -2.07778 -2.59720 2.10853
H45 -4.47495 -4.88109 0.89645
H46 -3.47714 -5.35753 -0.49475
C29 -2.68719 -10.99314 4.25347
C30 -2.20776 -9.95893 5.24724
C31 -2.02766 -8.73713 4.36968
O8 -2.99043 -8.84065 3.31044
C32 -3.55046 -10.16113 3.32501
H47 -3.22957 -11.82315 4.70965
H48 -1.83352 -11.40289 3.70324
H49 -2.98770 -9.77188 5.99284
H50 -1.29461 -10.24407 5.77275
H51 -1.03157 -8.71696 3.91594
H52 -2.18087 -7.80303 4.91547
H53 -4.57718 -10.08542 3.69947
H54 -3.57908 -10.55973 2.30839
C33 7.75937 4.53658 4.28555
C34 8.33272 4.33014 2.90142
C35 7.08185 4.12308 2.07018
O9 6.03737 4.88137 2.69593
C36 6.48843 5.30770 3.98847
H55 8.42981 5.06622 4.96466
H56 7.51294 3.56818 4.73340
H57 8.85194 5.23765 2.57582
H58 9.03189 3.49470 2.83484
H59 6.77624 3.07120 2.06637
H60 7.20615 4.45327 1.03586
H61 6.68087 6.38535 3.93770
H62 5.70531 5.12823 4.72862
C37 -1.39525 9.41635 2.23659
C38 -2.37790 9.05116 3.32650
C39 -2.12688 7.56514 3.49154
O10 -0.74757 7.33920 3.17266
C40 -0.21500 8.52335 2.56474
H63 -1.13487 10.47607 2.21642
H64 -1.80793 9.14629 1.25892
H65 -2.11975 9.57878 4.25077
H66 -3.41537 9.28347 3.07956
H67 -2.73300 6.97934 2.79204
H68 -2.33096 7.21543 4.50658
H69 0.45401 9.00042 3.28968
H70 0.36604 8.25286 1.68031
C41 -2.49221 2.99024 7.37952
C42 -3.01213 2.10356 6.26999
C43 -2.50688 2.81835 5.03227
O11 -1.28280 3.46937 5.39968
C44 -1.15129 3.43206 6.82779
H71 -2.41033 2.48561 8.34361
H72 -3.15038 3.85693 7.50121
H73 -2.55363 1.11180 6.34222
H74 -4.09630 1.97946 6.27748
H75 -3.21096 3.58963 4.70298
H76 -2.32390 2.13538 4.19893
H77 -0.36421 2.71088 7.07290
H78 -0.84924 4.41533 7.19508
C45 -2.80121 3.52723 -8.73421
C46 -3.44183 3.41384 -7.36852
C47 -2.25057 3.58266 -6.44682
O12 -1.31754 4.43447 -7.12646
C48 -1.72819 4.57070 -8.49319
H79 -3.49894 3.80875 -9.52520
H80 -2.33963 2.57265 -9.00795
H81 -4.14846 4.23729 -7.22043
H82 -3.97445 2.47440 -7.20908
H83 -1.75401 2.62396 -6.25937
H84 -2.52253 4.02733 -5.48712
H85 -2.12331 5.58421 -8.62491
H86 -0.86489 4.44528 -9.15087
C49 2.46458 -11.29640 3.14953
C50 3.51239 -10.69456 4.05954
C51 3.03720 -9.26006 4.18192
O13 1.60834 -9.28507 4.06149
C52 1.20665 -10.58272 3.60313
H87 2.38860 -12.38252 3.22452
H88 2.68529 -11.03953 2.10822
H89 3.47881 -11.18413 5.03844
H90 4.52966 -10.77498 3.67270
H91 3.43134 -8.63985 3.36992
H92 3.31740 -8.80517 5.13482
H93 0.73606 -11.10389 4.44450
H94 0.47092 -10.47874 2.80211

The molar mass comes out at 1407.979 g mol⁻¹. Its LUMO energy is -0.218 eV. The net charge is 0. For the HOMO-LUMO gap, the calculation gives 7.9281 eV. The energy above the lowest of the compared OMol25 structures with the same formula, charge and spin comes out at 0.000 eV.

---

Molecular formula: C43H114N12O19
Method: DFT, ωB97M-V/def2-TZVPD

Geometry (Å):
C1 -4.05869 0.25258 -3.70982
O1 -4.85401 0.94245 -4.29007
N1 -2.78970 0.35593 -4.01438
N2 -4.22026 -0.79003 -2.88083
H1 -2.59811 1.10272 -4.66684
H2 -1.96549 -0.07276 -3.61814
H3 -5.11572 -0.89792 -2.42628
H4 -3.31218 -1.01577 -2.50065
C2 -1.68212 -3.39085 -3.41302
O2 -1.41054 -2.37981 -2.78728
N3 -2.02330 -4.54822 -2.93103
N4 -1.70613 -3.34376 -4.65956
H5 -2.25158 -5.27299 -3.59639
H6 -2.12131 -4.80849 -1.96008
H7 -1.76698 -2.48167 -5.18225
H8 -1.90691 -4.18846 -5.17559
C3 -2.14336 -4.60723 0.95387
O3 -1.69176 -4.90592 -0.13399
N5 -2.36672 -3.40041 1.36394
N6 -2.59815 -5.48979 1.82315
H9 -2.38855 -2.57929 0.77626
H10 -2.71289 -3.26926 2.30366
H11 -2.43335 -6.45344 1.56953
H12 -2.92572 -5.23851 2.74491
C4 -3.66981 7.60098 5.37512
O4 -2.91114 6.90388 4.48055
C5 -3.49050 6.18345 3.47578
C6 -2.31921 5.48878 2.67124
N7 -2.81295 4.69272 1.61640
C7 -1.69165 4.11171 0.83095
C8 -2.21198 3.42894 -0.50819
O5 -2.87682 4.36335 -1.27934
C9 -3.59262 3.89651 -2.42465
H13 -3.52791 7.20748 6.38166
H14 -4.72952 7.72404 5.15155
H15 -3.21285 8.58934 5.42440
H16 -4.03999 6.85466 2.81575
H17 -4.24419 5.50329 3.87256
H18 -1.85218 4.70434 3.26674
H19 -1.49269 6.15009 2.41117
H20 -3.18022 5.30758 0.90424
H21 -1.19281 3.39253 1.48059
H22 -0.81770 4.75985 0.76615
H23 -2.94243 2.69218 -0.17396
H24 -1.34875 2.94507 -0.96515
H25 -4.41435 4.55623 -2.70324
H26 -3.90911 2.85820 -2.32535
H27 -2.85427 3.91831 -3.22618
C10 4.56708 -0.66916 -2.47290
O6 4.84393 -0.14851 -3.76547
C11 5.07513 -1.10457 -4.74932
C12 5.71645 -0.70740 -6.04486
N8 4.94392 0.29346 -6.79216
C13 5.73032 0.96605 -7.87627
C14 6.63947 0.15146 -8.89304
O7 7.89954 -0.06417 -8.35419
C15 8.96663 -0.58070 -9.18920
H28 3.62822 -0.18954 -2.19609
H29 5.36977 -0.66436 -1.73549
H30 4.17156 -1.68471 -2.45470
H31 4.10378 -1.54585 -4.97261
H32 5.69111 -1.92114 -4.37264
H33 5.53636 -1.66996 -6.52356
H34 6.79708 -0.56504 -6.03776
H35 4.72230 1.05860 -6.17123
H36 6.41349 1.66956 -7.40040
H37 4.99618 1.51982 -8.46149
H38 6.45902 0.42721 -9.93203
H39 6.08157 -0.78456 -8.86618
H40 9.69987 -1.08885 -8.56290
H41 9.24006 0.24583 -9.84507
H42 8.59021 -1.38410 -9.82241
C16 1.00992 1.17602 -3.04533
O8 1.61349 1.60311 -1.71858
C17 2.55544 2.71154 -1.84886
C18 3.40738 2.72921 -0.50456
N9 2.71145 3.13262 0.75815
C19 2.17844 4.47163 0.76401
C20 3.14310 5.62795 0.76174
O9 3.58213 5.72728 -0.59188
C21 3.93193 7.09952 -0.95363
H43 0.29177 1.91968 -3.39076
H44 0.38171 0.31814 -2.80556
H45 1.74291 0.82990 -3.77404
H46 2.08563 3.66756 -2.07997
H47 3.29198 2.59527 -2.64389
H48 4.28624 3.37135 -0.56246
H49 3.87127 1.75647 -0.34112
H50 2.10404 2.35929 0.98860
H51 1.52665 4.52520 1.63601
H52 1.43883 4.56511 -0.03119
H53 3.96931 5.62866 1.47272
H54 2.51705 6.46345 1.07492
H55 4.66711 7.55588 -0.29080
H56 3.02303 7.70112 -0.94327
H57 4.44565 7.21176 -1.90840
C22 1.27797 -4.09358 2.53688
O10 2.09990 -4.61409 3.42000
C23 2.91495 -5.63616 2.87694
C24 3.86390 -5.37320 1.66570
N10 4.92682 -4.49896 2.00989
C25 5.76984 -3.84181 1.05488
C26 6.89583 -3.04764 1.74471
O11 6.54205 -2.04030 2.67694
C27 5.84471 -1.03555 2.13781
H58 0.98489 -4.86325 1.82288
H59 1.80510 -3.35228 1.93628
H60 0.39494 -3.51696 2.81226
H61 2.25257 -6.44481 2.56798
H62 3.53365 -6.07714 3.65851
H63 3.33201 -4.89991 0.84036
H64 4.10239 -6.36692 1.28657
H65 4.61716 -3.86405 2.73177
H66 5.21730 -3.40992 0.22046
H67 6.33674 -4.48948 0.38611
H68 7.56285 -2.59744 1.00953
H69 7.56195 -3.80381 2.16013
H70 5.88447 -0.12787 2.74001
H71 4.78297 -1.26701 2.22282
H72 6.08774 -0.76718 1.10969
C28 -6.18727 2.61348 1.43979
O12 -5.22318 1.90761 0.67664
C29 -4.91575 0.54459 1.02121
C30 -5.72667 -0.40212 0.12224
N11 -5.30357 -1.87382 0.07560
C31 -5.14800 -2.38420 1.45339
C32 -6.26584 -2.24010 2.41912
O13 -7.47982 -2.87185 1.98305
C33 -8.66297 -2.48966 2.72792
H73 -6.66865 1.91433 2.12359
H74 -6.86494 3.20751 0.82661
H75 -5.59758 3.19934 2.14487
H76 -4.94605 0.34244 2.09188
H77 -3.83497 0.42471 0.94601
H78 -5.76343 -0.04008 -0.90522
H79 -6.77734 -0.34742 0.40719
H80 -4.37966 -2.01696 -0.30650
H81 -4.32462 -1.88918 1.96828
H82 -4.94044 -3.44809 1.33877
H83 -6.45145 -1.22366 2.76624
H84 -6.05405 -2.88363 3.27299
H85 -8.35361 -2.41443 3.77039
H86 -9.36923 -3.28893 2.50326
H87 -9.15898 -1.73234 2.12086
C34 -5.97660 2.24588 5.51773
O14 -4.62284 2.29988 5.90576
C35 -3.89723 2.02318 4.78079
C36 -2.71616 0.91826 5.00361
N12 -1.75077 1.17639 3.86324
C37 -0.77055 0.11375 3.67286
C38 0.15866 -0.21262 4.85279
O15 0.33722 -1.63913 4.81993
C39 1.26438 -1.97863 5.89011
H88 -6.19193 1.33596 4.95757
H89 -6.11850 3.11941 4.88140
H90 -6.52875 2.21063 6.45688
H91 -3.39866 2.92842 4.43428
H92 -4.42185 1.65130 3.90069
H93 -3.01486 -0.12845 5.06085
H94 -2.17555 0.90725 5.95003
H95 -2.24725 1.43147 3.02149
H96 -0.16011 0.54183 2.87773
H97 -1.23373 -0.79464 3.28764
H98 -0.35580 0.06771 5.77195
H99 1.10329 0.31287 4.71276
H100 1.57106 -1.22433 6.61474
H101 2.17226 -2.41080 5.46931
H102 0.70008 -2.72988 6.44264
C40 0.60778 -0.49927 0.39255
C41 -0.85063 -0.15716 -0.07969
O16 -1.62099 -1.35509 -0.33085
O17 1.49582 -1.04310 -0.58305
H103 0.47688 -1.14631 1.25991
H104 0.95368 0.48665 0.70307
H105 -0.71890 0.45061 -0.97487
H106 -1.36609 0.41443 0.69212
H107 -1.30878 -1.68915 -1.17496
H108 1.80104 -0.28397 -1.08521
C42 1.18552 -4.03405 -1.09608
C43 1.94250 -3.97191 -2.41801
O18 3.14369 -4.77502 -2.36512
O19 0.82057 -5.40363 -0.87645
H109 0.28437 -3.42251 -1.14120
H110 1.77240 -3.74767 -0.22336
H111 2.02190 -2.91769 -2.68337
H112 1.41518 -4.44100 -3.24867
H113 2.83722 -5.68143 -2.28702
H114 -0.09399 -5.18635 -0.68162

The molar mass comes out at 1103.450 g mol⁻¹. Its LUMO energy is 0.306 eV. The net charge is 0. For the HOMO-LUMO gap, the calculation gives 8.3416 eV. The energy above the lowest of the compared OMol25 structures with the same formula, charge and spin comes out at 4.202 eV. The SMILES is COCCNCCOC.COCCNCCOC.COCCNCCOC.COCCNCCOC.COCCNCCOC.COCCNCCOC.NC(N)=O.NC(N)=O.NC(N)=O.OCCO.OCCO.